(1)
Entry from the OMol25 dataset: a molecular structure, C18H16BrIN2O2Pd (wB97M-V/def2-TZVPD).

Geometry (Å):
Pd: -1.2194 -1.2398 -1.4799
C: -5.2936 -1.9027 -0.6509
C: -3.7969 -1.8957 -0.4733
O: -3.1354 -1.6727 -1.5572
C: -3.2610 -2.1464 0.7780
C: -1.8820 -2.2045 1.1306
C: -1.5052 -2.4116 2.5681
N: -0.9303 -2.0804 0.2507
N: 0.3975 -2.0809 0.6647
C: 1.1494 -1.4795 -0.2067
O: 0.7287 -0.9906 -1.3445
C: 2.5975 -1.3306 0.0816
C: 3.4665 -0.9546 -0.9374
C: 4.8176 -0.7881 -0.6731
C: 5.3065 -0.9880 0.6094
C: 4.4413 -1.3662 1.6284
C: 3.0923 -1.5390 1.3672
H: -5.5400 -1.7029 -1.6903
H: -5.7476 -1.1350 -0.0230
H: -5.7150 -2.8648 -0.3599
H: -3.9639 -2.3103 1.5819
H: -2.3923 -2.5606 3.1774
H: -0.9565 -1.5401 2.9272
H: -0.8357 -3.2649 2.6678
H: 3.0719 -0.7947 -1.9310
H: 5.4903 -0.5010 -1.4711
H: 6.3596 -0.8481 0.8169
H: 4.8203 -1.5262 2.6297
H: 2.4090 -1.8382 2.1498
Br: -1.9983 4.5758 -3.5462
C: -0.9093 4.2439 -2.0407
C: -0.1454 5.2938 -1.5469
C: 0.6826 5.0980 -0.4556
C: 0.7593 3.8502 0.1463
C: -0.0069 2.8040 -0.3370
C: -0.8504 3.0011 -1.4254
I: -2.0332 1.3935 -2.0351
H: -0.2052 6.2604 -2.0271
H: 1.2698 5.9241 -0.0777
H: 1.4143 3.6870 0.9911
H: 0.0491 1.8263 0.1232

Calculated values
spin multiplicity: 1
total charge: 0
F_max: 0.013 hartree/bohr
frontier orbital gap: 7.171 eV

For each atom in turn, the Mulliken charge in e is:
1. Pd 0.360
2. C -1.251
3. C 1.139
4. O -0.695
5. C -1.217
6. C 1.158
7. C -1.155
8. N -0.226
9. N -0.795
10. C 0.881
11. O -0.805
12. C 0.507
13. C -0.400
14. C -0.580
15. C -0.371
16. C -0.622
17. C -0.360
18. H 0.351
19. H 0.320
20. H 0.333
21. H 0.234
22. H 0.337
23. H 0.289
24. H 0.335
25. H 0.402
26. H 0.388
27. H 0.385
28. H 0.379
29. H 0.458
30. Br -0.179
31. C 0.078
32. C -0.437
33. C -0.458
34. C -0.723
35. C -0.149
36. C 0.159
37. I 0.482
38. H 0.385
39. H 0.364
40. H 0.394
41. H 0.306

=====

(2)
Entry from the OMol25 dataset: 3 unconnected molecules or ions with the total composition C17H37BrO4 in a non-equilibrium geometry (wB97M-V/def2-TZVPD).

Geometry (Å):
C: -2.6278 2.3015 1.8400
C: -3.6785 2.0357 0.7596
O: -3.2035 1.3107 -0.3572
C: -2.6377 0.0596 -0.0447
C: -1.1418 0.0227 -0.3401
O: -0.8790 0.7354 -1.5526
C: -0.2769 1.9147 -1.4055
O: -0.1929 2.5897 -0.4101
O: 0.3401 2.2136 -2.6017
Br: -0.0807 3.9090 -3.1584
H: -2.8368 1.6651 2.6973
H: -1.6299 2.0445 1.5099
H: -2.6597 3.3335 2.1615
H: -4.0278 2.9827 0.3625
H: -4.5567 1.5499 1.1862
H: -2.8391 -0.2436 0.9799
H: -3.1140 -0.6756 -0.6914
H: -0.8693 -1.0084 -0.5445
H: -0.5196 0.3711 0.4741
C: -1.0919 -4.7037 -5.5603
C: 0.3606 -4.3580 -5.2449
C: 0.5888 -3.9590 -3.7882
C: -0.1686 -2.7081 -3.3398
C: 0.1222 -1.4492 -4.1550
C: 1.5794 -1.0033 -4.0839
H: -1.7541 -3.8523 -5.3976
H: -1.2005 -5.0075 -6.6021
H: -1.4400 -5.5273 -4.9334
H: 0.6997 -3.5608 -5.9114
H: 0.9868 -5.2257 -5.4674
H: 1.6602 -3.8161 -3.6237
H: 0.2954 -4.7929 -3.1425
H: 0.0789 -2.5140 -2.2901
H: -1.2447 -2.9047 -3.3630
H: -0.5087 -0.6409 -3.7796
H: -0.1649 -1.6004 -5.1992
H: 1.8751 -0.8081 -3.0506
H: 1.7300 -0.0845 -4.6513
H: 2.2548 -1.7566 -4.4929
C: -0.3067 0.2039 4.1594
C: 0.0623 1.6309 4.5560
C: 1.0289 2.2993 3.5789
C: 2.3907 1.6149 3.4510
C: 3.1663 1.4758 4.7600
C: 3.5140 2.8143 5.4052
H: 0.5666 -0.4496 4.1412
H: -1.0199 -0.2239 4.8655
H: -0.7653 0.1844 3.1674
H: 0.4789 1.6328 5.5666
H: -0.8507 2.2306 4.6026
H: 1.1694 3.3413 3.8777
H: 0.5652 2.3346 2.5876
H: 2.9965 2.1832 2.7387
H: 2.2619 0.6225 3.0090
H: 4.0912 0.9298 4.5576
H: 2.6023 0.8637 5.4693
H: 4.1103 3.4283 4.7274
H: 4.0923 2.6658 6.3179
H: 2.6195 3.3784 5.6728

Calculated values
spin multiplicity: 1
total charge: 0
F_max: 0.022 hartree/bohr
frontier orbital gap: 9.184 eV

For each atom in turn, the Mulliken charge in e is:
1. C -0.517
2. C -0.553
3. O -0.412
4. C -0.614
5. C -0.012
6. O -0.291
7. C 0.761
8. O -0.447
9. O -0.386
10. Br 0.051
11. H 0.289
12. H -0.119
13. H 0.438
14. H 0.338
15. H 0.312
16. H 0.339
17. H 0.426
18. H 0.287
19. H 0.048
20. C -1.178
21. C -0.429
22. C -0.896
23. C -0.328
24. C -0.257
25. C -1.274
26. H 0.277
27. H 0.379
28. H 0.293
29. H 0.232
30. H 0.385
31. H 0.352
32. H 0.400
33. H 0.137
34. H 0.359
35. H 0.232
36. H 0.346
37. H 0.247
38. H 0.366
39. H 0.387
40. C -0.949
41. C -0.547
42. C -0.038
43. C -0.736
44. C -0.462
45. C -1.204
46. H 0.383
47. H 0.373
48. H -0.033
49. H 0.398
50. H 0.359
51. H 0.375
52. H -0.162
53. H 0.434
54. H 0.269
55. H 0.384
56. H 0.223
57. H 0.294
58. H 0.383
59. H 0.285

=====

(3)
Entry from the OMol25 dataset: 13 unconnected molecules or ions with the total composition C3H31O13 in a non-equilibrium geometry (wB97M-V/def2-TZVPD).

Geometry (Å):
C: -2.3159 0.6636 -0.9177
C: -1.7529 0.2276 0.4073
C: -1.0349 -1.1154 0.3563
O: -0.7849 1.1746 0.7713
H: -3.2289 0.2756 -1.3447
H: -1.5149 0.7526 -1.6587
H: -2.4989 1.7636 -0.8317
H: -2.4369 0.2296 1.2043
H: -0.7299 -1.5304 1.3073
H: -0.2969 -1.2034 -0.3947
H: -1.7919 -1.8404 0.0923
O: 0.3241 1.1376 -3.4377
H: 0.6121 1.4316 -4.3047
H: 1.1051 0.9366 -2.9237
O: 1.8691 -3.8774 -0.6627
H: 1.9911 -3.4124 0.1033
H: 1.3581 -3.3224 -1.2937
O: -2.2349 1.0486 -4.1127
H: -1.3499 1.1626 -3.7627
H: -2.5179 0.5186 -3.3437
O: 1.7421 -2.6364 1.6933
H: 1.2111 -2.7304 2.4823
H: 2.5801 -2.4664 2.1303
O: 1.7071 0.2086 0.6273
H: 1.6011 -0.6524 0.9863
H: 0.7811 0.4766 0.5023
O: -1.9519 3.4046 0.9483
H: -2.9109 3.3396 0.9903
H: -1.6189 2.4626 0.9633
O: 0.2441 2.8616 -0.8847
H: 0.8501 2.5006 -1.5457
H: -0.1249 2.0796 -0.4277
O: 0.5921 -2.3154 -2.6537
H: 1.2361 -1.6414 -2.6687
H: -0.0899 -1.9344 -2.1117
O: 0.3551 -1.4474 3.9433
H: 1.2171 -1.1744 3.8133
H: 0.4061 -1.9274 4.7723
O: 2.2861 0.1626 -1.9497
H: 2.1841 -0.0704 -0.9997
H: 3.1831 0.3706 -2.1157
O: -0.8669 0.8126 3.2863
H: -1.0599 0.5816 2.3533
H: -0.3109 0.0416 3.5543
O: 1.5701 1.8536 2.5623
H: 1.7021 1.3346 1.7833
H: 0.7151 1.4866 2.7143

Calculated values
spin multiplicity: 1
ΔE to the lowest compared entry with this formula, charge and spin: 186.0 kJ/mol
total charge: -1
F_max: 0.082 hartree/bohr
frontier orbital gap: 7.380 eV

For each atom in turn, the Mulliken charge in e is:
1. C -0.533
2. C 0.929
3. C -1.282
4. O -1.084
5. H 0.684
6. H -0.776
7. H 0.268
8. H 0.614
9. H 0.112
10. H -0.155
11. H 0.603
12. O -0.630
13. H 0.270
14. H 0.279
15. O -0.679
16. H 0.373
17. H 0.425
18. O -0.686
19. H 0.422
20. H 0.448
21. O -0.709
22. H 0.281
23. H 0.299
24. O -0.905
25. H 0.473
26. H 0.485
27. O -0.761
28. H 0.280
29. H 0.435
30. O -0.679
31. H 0.322
32. H 0.209
33. O -0.751
34. H 0.392
35. H 0.387
36. O -0.645
37. H 0.310
38. H 0.253
39. O -0.621
40. H 0.334
41. H 0.224
42. O -0.892
43. H 0.260
44. H 0.442
45. O -0.851
46. H 0.496
47. H 0.327

=====

(4)
Entry from the OMol25 dataset: a gas-phase ion, C13H19N2 (charge +1) in a non-equilibrium geometry (wB97M-V/def2-TZVPD).

Geometry (Å):
C: -1.3311 3.1476 1.4444
C: -0.1197 2.5123 1.9542
C: -2.0963 2.4504 0.4985
C: 0.3862 1.4399 1.2860
C: -1.5870 1.2636 -0.1080
C: -0.3836 0.7335 0.2479
C: 1.6988 0.1266 -1.9630
C: 1.6977 -0.4291 -0.6003
C: -0.3415 -0.7775 -1.7879
C: 0.1593 -0.5272 -0.3689
C: 0.3315 -1.7850 2.0295
C: -1.6651 -2.0200 0.6010
C: -0.2098 -1.7648 0.5960
N: 0.6123 -0.0953 -2.6538
N: 2.8295 0.6178 -2.5076
H: -1.6707 4.0339 1.8239
H: 0.3631 3.0807 2.7883
H: -3.0523 2.8439 0.2503
H: 1.2619 1.0271 1.6270
H: -2.2585 0.6140 -0.6993
H: 2.1027 -1.3927 -0.7542
H: 2.3686 0.1821 0.1544
H: -0.3944 -1.8340 -1.9600
H: -1.2996 -0.3975 -2.0189
H: 0.2650 -0.9572 2.6313
H: 1.4157 -2.1282 2.0038
H: -0.0915 -2.7038 2.5768
H: -2.1230 -1.2413 1.1809
H: -1.9887 -2.9796 0.9288
H: -2.2640 -2.0479 -0.3181
H: 0.3865 -2.6236 0.1678
H: 0.2784 0.3992 -3.5590
H: 3.6956 0.5180 -1.9932
H: 3.0242 0.7142 -3.4987

Calculated values
spin multiplicity: 3
ΔE to the lowest compared entry with this formula, charge and spin: 0.0 kJ/mol
⟨S²⟩: 2.0484
total charge: +1
F_max: 0.101 hartree/bohr
frontier orbital gap (alpha / beta): 4.807 / 6.891 eV

For each atom in turn, the Mulliken charge in e is:
1. C -0.699
2. C -0.791
3. C -0.735
4. C -0.664
5. C 0.021
6. C -0.236
7. C 0.278
8. C -0.596
9. C -1.178
10. C 1.835
11. C -1.444
12. C -1.673
13. C 0.393
14. N -0.163
15. N -0.381
16. H 0.541
17. H 0.331
18. H 0.443
19. H 0.367
20. H 0.139
21. H 0.485
22. H 0.308
23. H 0.393
24. H 0.459
25. H 0.381
26. H 0.348
27. H 0.371
28. H 0.444
29. H 0.479
30. H 0.340
31. H 0.345
32. H 0.358
33. H 0.260
34. H 0.241